(1)
A cluster of 2 separate species, C7H16N2O2 in total. Source: OMol25; level of theory: ωB97M-V with the def2-TZVPD basis set.

XYZ file:
```
27
Properties=species:S:1:pos:R:3:forces:R:3
C -0.502832 1.875328 1.676824 -0.1 -0.6 -1.1
C 0.193936 0.942525 2.626073 -0.1 -2.6 -0.2
C -0.082628 2.170184 -0.747377 0.7 0.5 1.2
C -2.334910 -0.172595 1.115535 -1.2 -0.7 0.6
C -1.600417 0.421201 -0.054307 0.8 0.2 0.5
O -1.818178 0.141615 -1.217812 -0.2 -0.3 -0.2
N -0.637748 1.335711 0.301532 -0.4 0.4 0.3
H -1.467280 2.324234 1.924231 0.0 -0.4 0.8
H 0.146085 2.706689 1.586134 0.7 1.0 -0.2
H 0.496906 1.364091 3.564412 0.1 0.3 0.4
H 1.008523 0.361715 2.170757 0.8 1.4 -0.5
H -0.664735 2.082588 -1.613570 -0.5 -0.4 -1.4
H -2.640737 0.617041 1.798349 0.0 0.0 0.1
H -0.276049 -0.039381 2.795367 -1.2 0.8 0.7
H -0.080564 3.225960 -0.471447 -0.4 0.1 0.3
H 0.966415 1.962902 -0.890100 0.4 -0.5 -0.4
H -3.244470 -0.713451 0.857684 -0.1 0.4 -0.8
H -1.849390 -0.942802 1.715052 0.8 0.3 -0.2
C 2.270140 -1.256729 -2.176209 0.4 -0.4 0.2
C 1.618636 -1.623513 -0.852536 1.7 -0.2 -0.9
O 1.986170 -1.081997 0.164209 -0.6 0.1 0.8
N 0.802877 -2.701541 -0.933106 -0.6 -0.4 0.5
H 2.281078 -2.127584 -2.830506 -0.6 0.4 -0.5
H 3.333508 -1.037125 -2.078169 -0.1 0.1 0.7
H 0.363723 -3.075670 -0.111241 0.0 0.3 0.3
H 0.393664 -3.028246 -1.786271 0.2 0.2 -0.3
H 1.819540 -0.339009 -2.519563 -0.4 0.0 -0.7
```
Forces are in eV/Å.

Results
HOMO level in eV: -9.034
Net charge: 0
Orbital gap in Ha: 0.3634
LUMO energy in eV: 0.855

Löwdin population analysis, charges in e, atoms 1 to 8: atom 1 (C): -0.21, atom 2 (C): -0.08, atom 3 (C): -0.04, atom 4 (C): 0.00, atom 5 (C): -0.51, atom 6 (O): 0.04, atom 7 (N): -0.10, atom 8 (H): 0.12

---

(2)
The molecule C7H16NOP. Source: OMol25; level of theory: ωB97M-V with the def2-TZVPD basis set.

XYZ file:
```
26
Properties=species:S:1:pos:R:3:forces:R:3
C -0.986587 -0.707835 -0.279970 -1.9 -1.0 -2.0
C -0.868527 -0.162942 -1.567220 0.1 -0.9 1.0
C -1.963720 0.689598 -2.169560 1.3 1.0 -2.6
C 0.428342 -0.305027 -2.324748 -0.4 0.2 -2.5
C 2.377038 -1.513860 1.316348 -0.3 0.2 1.5
C -1.404193 1.774179 1.253937 0.8 -0.7 0.1
C 1.588888 -0.756591 2.430012 -0.9 -2.1 -1.2
N 0.324677 -0.230518 1.945087 -0.8 1.8 -0.7
O 1.011197 1.475874 -0.058307 1.1 1.3 -1.2
P 0.043472 0.821329 0.796808 0.3 -2.8 3.0
H -1.995041 -0.590584 0.221488 1.3 -0.4 -0.6
H -0.478606 -1.670814 -0.055078 -0.1 1.3 0.0
H -1.483816 1.217089 -3.140316 -1.3 -1.1 2.1
H -2.211000 1.517884 -1.498486 -0.4 -0.3 0.0
H -2.872892 0.097582 -2.530468 1.3 0.8 0.8
H 0.186906 -0.378102 -3.530220 0.7 -0.1 3.1
H 1.075630 -1.151854 -1.974269 -0.7 0.9 -0.4
H 0.986828 0.677213 -2.213863 -0.5 -1.1 0.0
H 1.661966 -2.214268 0.896206 0.1 0.0 -0.5
H 2.844686 -0.853945 0.633286 -0.2 0.8 -1.2
H 3.224566 -2.073381 1.687539 0.1 -0.4 0.6
H -1.046992 2.123256 2.211054 -0.6 0.3 0.5
H -1.630254 2.568476 0.604363 0.1 1.2 -0.9
H -2.265691 1.145460 1.266672 -0.5 -0.4 0.7
H 1.378028 -1.543500 3.186115 -0.1 0.7 -0.1
H 2.075096 0.045281 2.893590 1.4 0.9 0.7
```
Forces are in eV/Å.

Results
HOMO level (alpha / beta) in eV: -7.808 / -7.807
Net charge: 0
Orbital gap (alpha / beta) in Ha: 0.2799 / 0.2799
LUMO energy (alpha / beta) in eV: -0.191 / -0.192

Löwdin population analysis, charges in e, atoms 1 to 8: atom 1 (C): -0.13, atom 2 (C): -0.38, atom 3 (C): -0.05, atom 4 (C): -0.08, atom 5 (C): -0.10, atom 6 (C): -0.16, atom 7 (C): -0.34, atom 8 (N): -0.20

---

(3)
A cluster of 3 separate species, C7H16O3 in total. Source: OMol25; level of theory: ωB97M-V with the def2-TZVPD basis set.

XYZ file:
```
26
Properties=species:S:1:pos:R:3:forces:R:3
C 1.972473 2.491367 0.183562 -0.2 -0.2 0.0
O 1.256897 2.494364 1.421097 -0.2 0.1 -0.1
C 1.401094 1.544874 -0.875569 -0.3 0.0 0.4
C -0.122946 1.599736 -1.125879 0.1 -0.2 0.0
C -0.901771 0.770376 -0.149680 0.2 0.0 0.5
C -1.528265 -0.375806 -0.410242 0.3 0.7 -0.3
C -2.292727 -1.079077 0.620078 0.3 0.1 -1.3
C -2.856211 -2.272727 0.474355 -0.4 -0.1 1.5
H 2.951346 2.102164 0.450048 0.2 0.2 0.0
H 2.100277 3.509430 -0.202704 -0.1 0.0 0.0
H 0.415829 2.959043 1.318235 0.3 -0.1 -0.1
H 1.635984 0.528818 -0.560380 0.0 -0.1 -0.1
H 1.920689 1.715271 -1.816351 0.1 0.1 -0.1
H -0.312888 1.211024 -2.126465 0.0 0.0 -0.1
H -0.505749 2.627831 -1.115432 0.1 0.0 0.0
H -0.866678 1.084016 0.889511 -0.1 0.2 0.0
H -1.463296 -0.685059 -1.447368 -0.3 -0.6 0.0
H -2.428838 -0.477336 1.507707 -0.1 -0.2 0.3
H -2.783705 -2.972617 -0.334526 0.2 0.2 -0.6
H -3.427072 -2.640162 1.325278 0.0 -0.1 -0.2
H 0.711726 -3.419655 -1.957560 0.3 0.5 0.4
H 0.827128 -2.511379 -0.694759 0.1 0.0 -0.1
O 1.211861 -2.680106 -1.565814 -0.3 -0.4 -0.3
H 0.636738 -2.519128 2.104289 0.1 0.0 -0.1
H 1.217390 -1.143980 2.366496 0.1 0.1 -0.2
O 1.230713 -1.861281 1.722070 -0.2 -0.1 0.2
```
Forces are in eV/Å.

Results
HOMO level in eV: -8.692
Net charge: 0
Orbital gap in Ha: 0.3445
LUMO energy in eV: 0.684

Löwdin population analysis, charges in e, atoms 1 to 8: atom 1 (C): -0.26, atom 2 (O): -0.08, atom 3 (C): -0.17, atom 4 (C): -0.19, atom 5 (C): -0.13, atom 6 (C): -0.13, atom 7 (C): -0.20, atom 8 (C): 0.00

---

(4)
A cluster of 3 separate species, C7H16O3 in total. Source: OMol25; level of theory: ωB97M-V with the def2-TZVPD basis set.

XYZ file:
```
26
Properties=species:S:1:pos:R:3:forces:R:3
O 2.557270 -1.545620 -0.587934 -0.1 -0.3 0.0
C 2.571606 -0.362584 -0.793550 0.4 0.6 -0.4
C 1.389837 0.435767 -1.280520 -0.8 -0.9 0.5
C 1.001181 1.463171 -0.200323 0.4 0.0 -0.9
C 0.616553 0.835958 1.127268 -0.4 0.9 0.8
C -1.841123 1.332202 1.065104 -0.2 0.1 0.0
C -0.849032 0.480933 1.280429 0.0 -1.0 0.2
C -1.126205 -0.919541 1.798108 -0.7 0.3 -0.8
H 3.496986 0.206940 -0.573237 0.0 0.1 0.0
H 0.606127 -0.310640 -1.388773 -0.4 -0.1 0.1
H 1.475525 0.847145 -2.286292 0.6 0.3 0.1
H 0.199151 2.088337 -0.592017 -0.2 0.0 0.1
H 1.835722 2.146624 -0.083487 0.3 0.1 0.2
H 0.806222 1.569469 1.911354 0.0 0.3 0.0
H 1.267087 0.027236 1.448516 0.0 -0.4 -0.4
H -2.882110 1.071688 1.216442 0.1 -0.2 0.0
H -1.684679 2.352433 0.771441 0.2 0.4 -0.2
H -1.117416 -0.938381 2.879706 0.5 -0.2 0.3
H -2.133553 -1.243198 1.523357 0.0 0.1 -0.1
H -0.441965 -1.636839 1.345083 0.2 0.0 0.4
H -0.175476 -2.864395 -0.491770 0.2 0.0 -0.2
H 0.873919 -3.076577 -1.588927 0.1 0.1 0.2
O -0.058216 -3.201921 -1.386817 -0.2 -0.1 0.0
H -2.883450 0.285930 -1.561164 -0.1 -0.1 0.0
H -1.465493 0.791915 -1.548563 0.0 -0.1 0.0
O -2.038466 0.163948 -2.003437 0.1 0.2 -0.1
```
Forces are in eV/Å.

Results
HOMO level in eV: -9.745
Net charge: 0
Orbital gap in Ha: 0.3843
LUMO energy in eV: 0.712

Löwdin population analysis, charges in e, atoms 1 to 8: atom 1 (O): 0.06, atom 2 (C): -0.27, atom 3 (C): -0.15, atom 4 (C): -0.19, atom 5 (C): -0.17, atom 6 (C): 0.02, atom 7 (C): -0.35, atom 8 (C): -0.04

---

It is found that the energy relative to the best compared isomer or geometry (same formula, charge and spin) values, taken in the order of the records, are 29.8; 272.0; 173.0; 132.9 kJ/mol.
It is found that the E values, taken in the order of the records, are -536.3088; -747.5847; -501.9771; -501.9924 Ha.